No. 1
This record from OMol25 describes C18H16ClN5O3S2 in the gas phase at a distorted geometry. The level of theory is ωB97M-V with the def2-TZVPD basis set.

Summary:
HOMO-LUMO gap = 7.68 eV
HOMO energy = -8.6 eV
Electronic energy = -2451.4479 hartree

Geometry as ORCA input:
```
! wB97M-V def2-TZVPD RIJCOSX def2/J DEFGRID3
* xyz 0 1
Cl -0.23879 -1.40119 -4.87555
S -4.88885 -2.29310 0.07933
S 1.93195 3.22970 1.74561
O -0.93506 -1.55767 3.20476
O -0.68016 2.26636 1.96493
O -0.05487 -2.16777 1.18299
N -0.66857 0.58695 0.45786
N 5.09953 2.04695 -2.14040
N 4.59515 3.86446 1.22717
N 4.73219 3.95573 2.48373
N 4.97349 4.02527 3.66362
C -4.27340 -2.89179 -1.55038
C -2.50723 -0.86959 0.26922
C -0.72786 -1.40346 1.82532
C 0.15664 -2.19240 3.78686
C 1.34620 1.21041 -1.58016
C 1.11666 2.20953 0.64870
C 3.41673 3.29966 0.81478
C 1.85640 1.99488 -0.52668
C -0.12295 1.74032 1.04056
C -1.51669 -0.26201 1.25027
C 3.25773 2.55427 -0.34710
C 0.06362 0.87291 -3.55306
C 0.64058 1.76668 -2.67000
C 0.42275 -0.43964 -3.65136
C 1.37127 -0.95111 -2.74562
C 4.32428 2.33872 -1.33572
C -3.43854 -1.83339 1.05089
C 1.66226 -0.11938 -1.66312
H 1.61793 -1.95464 -2.68522
H -3.77974 -3.91593 -1.31205
H -0.10570 0.11794 -0.23329
H -3.10372 -0.02757 -0.20959
H -2.11664 0.23829 1.98869
H -0.60965 1.31709 -4.29621
H 1.12016 -1.73405 3.46664
H 2.49945 -0.43573 -1.08956
H -2.90781 -2.82306 1.30850
H 0.37299 2.75920 -2.77285
H -3.47517 -2.29518 -1.87272
H -3.67009 -1.15877 1.92937
H 0.18568 -3.22020 3.58967
H -1.96198 -1.38904 -0.44014
H 0.01160 -2.05617 4.86980
H -4.99175 -3.00251 -2.29849
*
```


No. 2
This record from OMol25 describes a molecular structure, C52H57As2CrN3 at a distorted geometry. The level of theory is ωB97M-V with the def2-TZVPD basis set.

Summary:
HOMO-LUMO gap (spin up / spin down) = 5.55 / 6.62 eV
Expectation value of S² = 6.169
HOMO energy (spin up / spin down) = -5.3 / -6.9 eV
Electronic energy = -7695.9227 hartree

Geometry as ORCA input:
```
! wB97M-V def2-TZVPD RIJCOSX def2/J DEFGRID3
* xyz 0 5
As 0.58502 0.35193 2.34905
As 2.41271 -0.01498 0.71016
Cr -0.73159 0.42933 -0.12311
N -0.13581 -0.09872 -1.89623
N -1.41937 1.99240 -0.15327
N -1.23937 -1.47851 -0.02004
C -4.61773 4.66238 -0.08624
C 2.90288 1.72523 -0.08630
C 5.76937 0.95835 3.18639
C -4.02528 -5.76692 0.57359
C 3.90438 4.09944 -1.16379
C 2.64833 4.06951 -0.58176
C 4.64781 2.92901 -1.25361
C 4.15017 1.75597 -0.71551
C 2.14517 -0.50259 6.79708
C -0.86532 4.75905 -0.65023
C -1.39454 -2.00302 -1.29264
C 1.26065 3.18648 3.06758
C -0.25220 -0.72265 -4.64100
C -1.05782 2.63931 2.86221
C -1.20520 -2.19228 -6.46831
C 0.48404 0.38700 -4.15353
C 2.13741 2.88332 -0.06560
C 0.99508 0.23197 6.53950
C 6.62136 -0.12153 2.99178
C 2.19194 -3.27334 1.73454
C -2.66068 -6.14021 -1.47297
C -4.74768 -4.74168 -1.57796
C -3.33235 5.11767 -0.34712
C 1.03373 -1.13690 -6.73571
C -0.78879 -1.22980 -2.33183
C 1.34580 -0.02494 4.16225
C -2.54882 -3.30254 0.83732
C -1.04699 0.27461 -6.76682
C -0.36955 -0.95374 -6.13884
C 4.53999 0.99420 2.55136
C -2.44702 2.86121 -0.19531
C -0.41168 4.85098 3.53361
C 6.23905 -1.15170 2.14733
C 0.59951 0.46637 5.23379
C -4.82351 3.30019 0.07818
C -1.82397 -2.15418 0.99048
C -2.71796 -3.85998 -0.45382
C -0.86144 -1.52278 -3.70500
C 0.27802 2.25703 2.75233
C 2.45320 -0.81881 4.43158
C 4.13376 -0.04357 1.72013
C -2.25557 4.25048 -0.40342
C 2.86657 -1.03304 5.73994
C 0.50239 0.65447 -2.81550
C -3.77698 2.39618 0.01504
C -1.40457 3.92508 3.24590
C 5.00278 -1.11056 1.51632
C -4.01225 0.92493 0.19297
C 0.92149 4.47703 3.44748
C -2.12599 -3.18132 -1.49522
C -3.52889 -5.12035 -0.72089
C 1.06226 -3.17272 2.41693
H -0.88966 5.75323 -1.09847
H 3.89271 1.84590 2.70609
H -1.77737 -6.39385 -0.88426
H -0.31482 4.82846 0.29436
H -2.44972 4.19887 3.31834
H -5.82841 2.93096 0.25527
H -2.23112 -3.54804 -2.50675
H -3.15514 6.17680 -0.50206
H -4.57755 -6.67758 0.33901
H -1.67312 -1.73238 1.97794
H -5.44247 5.35889 -0.01013
H 1.03103 1.51803 -2.42909
H 1.70330 5.18832 3.68339
H -3.19201 -6.03600 1.22521
H 0.96326 -1.31145 -7.81060
H -0.32547 4.08249 -1.31381
H -1.26097 -2.31935 -7.55000
H 7.57767 -0.15826 3.49755
H 1.65242 -0.25426 -6.57269
H -5.07253 0.71532 0.33222
H 4.70496 -1.91027 0.84702
H 0.10396 -3.36997 1.95309
H 2.30528 2.91648 3.00620
H 6.06458 1.77493 3.83303
H -2.22374 -2.09261 -6.08920
H -5.36036 -4.00342 -1.05761
H -3.46736 0.54130 1.06525
H -2.97605 -3.76611 1.71375
H 4.74457 0.85087 -0.76666
H 2.20385 -3.53935 0.68447
H 0.40790 0.62575 7.35938
H 2.06717 4.98039 -0.51343
H -2.04550 0.41275 -6.34889
H -1.43330 -2.38396 -4.01391
H 3.15518 -3.13051 2.20980
H -2.32535 -5.75026 -2.43388
H -0.75656 -3.09327 -6.04559
H -1.83385 1.91814 2.63717
H 3.00514 -1.27280 3.62305
H 1.05392 -2.91794 3.47064
H 6.90354 -1.98906 1.97455
H -0.47406 1.18254 -6.57817
H 1.13674 2.86225 0.34645
H 1.01830 1.04436 -4.82413
H 2.46702 -0.67216 7.81653
H -0.67702 5.85806 3.82930
H -4.69636 -5.09940 1.11659
H -1.13678 0.14408 -7.84681
H -5.36282 -5.62130 -1.77844
H 4.30064 5.02874 -1.55298
H -3.65712 0.36137 -0.67642
H -4.44174 -4.31293 -2.53268
H 3.76038 -1.61379 5.93125
H -3.22705 -7.05479 -1.65819
H 1.53220 -1.99188 -6.27572
H 5.61929 2.93295 -1.73152
H -0.29553 1.04691 5.04195
*
```


No. 3
This record from OMol25 describes a molecular structure, C12H30F2MnN2O4 at a distorted geometry. The level of theory is ωB97M-V with the def2-TZVPD basis set.

Summary:
HOMO-LUMO gap (spin up / spin down) = 7.68 / 9.00 eV
Expectation value of S² = 8.752
HOMO energy (spin up / spin down) = -7.3 / -8.6 eV
Electronic energy = -2236.3699 hartree

Geometry as ORCA input:
```
! wB97M-V def2-TZVPD RIJCOSX def2/J DEFGRID3
* xyz 0 6
Mn 1.53660 0.20518 1.17935
F 2.06276 0.89312 3.13495
F 3.18060 -1.02254 1.29086
O -1.35026 1.10571 -1.81297
O 2.48785 1.79353 0.21549
O -1.06162 -2.25230 -0.94360
O 0.01278 -1.26125 1.96336
N 1.11578 -0.60919 -0.93521
N -0.59463 1.49602 1.12779
C -1.55625 0.45714 1.51917
C 2.72928 3.11577 0.62734
C 1.22414 -1.95420 -1.49082
C -2.11884 1.93807 -0.98712
C 2.24183 0.13498 -1.55874
C 0.18836 -2.93894 -0.89339
C 2.16184 1.60049 -1.15310
C -1.28324 2.44892 0.17152
C 0.12490 -2.49540 2.61229
C -2.13644 -2.83348 -0.26248
C -0.89089 -0.36933 2.63410
C -2.00409 0.66374 -2.98690
H -1.95145 1.42365 -3.78155
H 1.89682 3.77821 0.37212
H 2.20591 -2.41670 -1.39789
H 0.98022 -2.03441 -2.56170
H -0.02935 -3.84583 -1.46293
H -3.07208 -2.72095 -0.80881
H -3.03354 0.38378 -2.78528
H -2.99656 1.41211 -0.60702
H 1.18146 2.05490 -1.31298
H 3.64058 3.49765 0.15630
H -0.63532 3.28039 -0.12319
H -2.53452 0.83991 1.85061
H -2.25378 -2.35287 0.71717
H -1.84582 -0.15198 0.66392
H -1.43387 -0.08639 -3.53813
H 0.52950 -3.06340 0.13855
H 2.85149 2.09479 -1.84956
H 2.29153 0.08788 -2.64902
H 0.24057 -0.22826 -1.27951
H -0.52403 2.10413 1.94070
H -0.74186 -3.14836 2.43194
H -1.93068 3.04819 0.83093
H -1.98987 -3.88656 0.00258
H 2.93367 3.16449 1.69430
H -2.35266 2.84127 -1.55927
H 0.17724 -2.45154 3.70855
H -0.30538 0.29450 3.28122
H -1.60663 -0.88313 3.27720
H 1.07873 -2.91967 2.28671
H 3.15921 -0.23184 -1.08788
*
```


No. 4
This record from OMol25 describes a molecular structure, C24H29FN3RhSSe. The level of theory is ωB97M-V with the def2-TZVPD basis set.

Summary:
HOMO-LUMO gap (spin up / spin down) = 7.57 / 5.64 eV
Expectation value of S² = 0.834
HOMO energy (spin up / spin down) = -10.9 / -10.5 eV
Electronic energy = -4105.9875 hartree

Geometry as ORCA input:
```
! wB97M-V def2-TZVPD RIJCOSX def2/J DEFGRID3
* xyz 1 2
Rh -0.76897 0.18984 -1.23383
Se 1.56178 -0.39005 -1.62328
S -1.36297 1.01569 -4.44944
F -2.36184 -1.69016 -0.91534
N 1.35300 -1.13768 -4.40503
N 2.28210 0.79245 -4.15524
N -0.85498 -0.15317 0.74405
C -0.75731 1.95951 1.99453
C 0.99353 0.26520 2.27521
C -1.77006 -1.40811 2.64926
C 1.73069 -0.23283 -3.48959
C -1.02972 0.61617 -3.00842
C -3.29954 -3.22022 2.21560
C -1.98466 2.57277 1.32823
C 1.66164 -0.67387 -5.66376
C -3.25247 1.71910 1.25920
C 0.67644 -2.39223 -4.09902
C 1.60241 1.08384 3.22088
C -3.21564 -2.98082 0.84940
C 2.24401 0.53632 -5.50732
C -1.62656 3.14176 -0.04683
C -2.40451 -1.96454 0.41751
C -0.09915 2.73984 2.93977
C 1.63570 -1.06335 1.91546
C 3.08688 -0.86522 1.46518
C -2.58167 -2.42579 3.10564
C 1.06186 2.30936 3.55920
C -0.19692 0.70743 1.68600
C 1.58488 -2.05637 3.07947
C 2.79401 2.00705 -3.53110
C -1.63719 -1.15323 1.26976
H -1.22623 -0.79050 3.35016
H -0.25173 -2.18515 -3.56881
H -4.11335 2.36859 1.09667
H 2.00179 2.48168 -2.95532
H 2.14558 -1.67577 3.93554
H 1.31300 -3.01319 -3.47381
H 0.46431 -2.90142 -5.03446
H 3.49708 -1.80364 1.08920
H -3.42076 1.16531 2.18300
H 2.63593 1.22740 -6.23153
H -0.87955 3.93222 0.03374
H 0.56357 -2.25294 3.40555
H -2.23636 3.42982 1.95779
H -3.77668 -3.55797 0.12759
H -1.18627 2.36759 -0.69705
H 1.08051 -1.49710 1.07949
H 2.51424 0.75136 3.70056
H -2.50804 3.54181 -0.55009
H 2.03329 -3.00616 2.78440
H 1.54545 2.93251 4.29965
H -3.93259 -4.01621 2.58182
H 3.62154 1.76489 -2.86922
H -0.51524 3.70702 3.19532
H -3.23390 1.00469 0.43359
H 3.16846 -0.11335 0.67971
H 3.13347 2.67554 -4.31686
H 1.44605 -1.24108 -6.55112
H -2.66106 -2.60194 4.16961
H 3.71271 -0.54268 2.29872
*
```


| no. | molar mass (g/mol) |
| --- | --- |
| 1 | 449.945 |
| 2 | 925.889 |
| 3 | 359.316 |
| 4 | 592.448 |